Computed, not measured: C35H50BaCl5Ge3 as an isolated structure, with the ωB97M-V functional and the def2-TZVPD basis.

Values from the calculation:
HOMO energy (alpha / beta): -10.56 / -11.01 eV
Gap between HOMO and LUMO (alpha / beta): 5.064 / 6.918 eV
Energy relative to the best compared isomer or geometry (same formula, charge and spin): 64.3 kcal/mol
Charge: +1

Structure (XYZ):
```
94
C35H50BaCl5Ge3 (the ωB97M-V functional and the def2-TZVPD basis)
Ba -1.248 0.167 -1.052
C -1.432 3.852 -0.512
C -2.192 3.196 0.474
C -3.176 2.478 -0.171
C -2.995 2.638 -1.624
C -1.944 3.480 -1.821
H -0.630 4.553 -0.338
H -2.066 3.295 1.541
H -3.961 1.896 0.290
H -3.633 2.184 -2.371
H -1.576 3.858 -2.762
C 0.978 1.510 1.741
C 1.299 0.052 1.450
Ge 1.785 -0.395 -0.426
C 1.094 -2.236 -0.717
C 1.997 -3.129 0.140
C 3.685 -0.307 -0.849
C 3.860 0.674 -1.763
Ge 2.060 1.415 -2.070
C 1.132 1.052 -3.778
C 1.670 1.759 -5.020
C 1.835 3.308 -1.562
C 2.963 4.216 -2.059
C 5.146 1.102 -2.337
C 5.176 1.839 -3.517
C 6.379 2.234 -4.081
C 7.573 1.907 -3.458
C 7.558 1.188 -2.270
C 6.356 0.790 -1.713
H 0.768 1.678 2.799
H 0.099 1.868 1.191
H 1.805 2.164 1.464
H 0.477 -0.599 1.758
H 2.158 -0.263 2.047
H 1.161 -2.506 -1.769
H 0.050 -2.388 -0.418
H 3.035 -3.066 -0.183
H 1.693 -4.174 0.068
H 1.961 -2.853 1.197
H 4.505 -0.915 -0.478
H 0.082 1.356 -3.640
H 1.114 -0.028 -3.940
H 1.743 2.839 -4.874
H 1.028 1.587 -5.884
H 2.664 1.391 -5.277
H 1.757 3.379 -0.477
H 0.879 3.644 -1.970
H 3.930 3.894 -1.671
H 2.803 5.247 -1.743
H 3.035 4.214 -3.147
H 4.248 2.108 -4.011
H 6.382 2.798 -5.004
H 8.514 2.218 -3.893
H 8.489 0.944 -1.775
H 6.357 0.246 -0.778
Cl -0.923 -2.044 -3.500
C -2.642 -2.291 -3.028
C -3.152 -1.372 -2.148
C -4.493 -1.537 -1.871
Cl -5.257 -0.357 -0.798
C -5.280 -2.562 -2.387
Cl -6.941 -2.712 -1.988
C -4.681 -3.482 -3.256
Cl -5.604 -4.770 -3.913
C -3.334 -3.348 -3.601
Cl -2.586 -4.443 -4.687
C -4.400 -0.952 5.576
C -4.966 -1.115 4.172
C -4.642 0.054 3.245
C -3.159 0.131 2.870
Ge -2.612 -1.363 1.700
C -1.235 -2.562 2.457
C -0.732 -2.162 3.840
C 0.304 -3.138 4.388
C 0.833 -2.716 5.750
H -4.687 -1.784 6.218
H -4.770 -0.035 6.038
H -3.310 -0.903 5.580
H -6.050 -1.231 4.230
H -4.601 -2.050 3.728
H -4.939 0.987 3.736
H -5.245 -0.022 2.335
H -2.524 0.093 3.759
H -2.929 1.085 2.391
H -3.823 -2.141 1.166
H -0.395 -2.658 1.765
H -1.693 -3.556 2.497
H -1.572 -2.088 4.539
H -0.289 -1.159 3.815
H 1.129 -3.215 3.671
H -0.135 -4.138 4.444
H 1.331 -1.745 5.694
H 1.551 -3.434 6.144
H 0.022 -2.628 6.474
```